1.
# C4H7NS

The molecule C4H7NS (ωB97M-V/def2-TZVPD, OMol25).

The SMILES is C=CC(=S)NC. The HOMO-LUMO gap is 8.086 eV. The value obtained for the HOMO energy is -8.186 eV. The calculation puts the energy above the lowest of the compared OMol25 structures with the same formula, charge and spin at 27.4 kcal/mol. The calculation puts the largest force on an atom at 0.0377 Eh/bohr.

ORCA input file:
```
! wB97M-V def2-TZVPD RIJCOSX def2/J DEFGRID3
* xyz 0 1
C -1.900 1.383 0.063
C -0.719 0.764 0.024
C -0.582 -0.704 0.049
S -1.875 -1.789 0.046
N 0.671 -1.193 0.048
C 1.851 -0.395 0.080
H -2.811 0.884 0.061
H -2.058 2.422 -0.087
H 0.180 1.290 -0.140
H 0.735 -2.118 -0.318
H 1.891 0.286 0.915
H 1.939 0.212 -0.784
H 2.680 -1.044 0.045
*
```

Atomic partial charges in e from the Löwdin method, atoms 1 to 6: 0.045, -0.164, -0.802, 0.587, -0.077, -0.094

***

2.
# H8O4

A cluster of 4 separate species, H8O4 in total (ωB97M-V/def2-TZVPD, OMol25).

The SMILES is O.O.O.O. The HOMO-LUMO gap is 10.233 eV. The value obtained for the HOMO energy is -10.176 eV. The calculation puts the energy above the lowest of the compared OMol25 structures with the same formula, charge and spin at 38.6 kcal/mol. The calculation puts the largest force on an atom at 0.1080 Eh/bohr.

ORCA input file:
```
! wB97M-V def2-TZVPD RIJCOSX def2/J DEFGRID3
* xyz 0 1
O -1.076 -1.246 1.937
H -0.560 -0.563 2.549
H -1.888 -0.742 1.846
O 1.808 -1.743 -1.176
H 1.898 -2.246 -0.345
H 0.871 -1.337 -0.990
O -0.250 -0.146 -0.696
H -0.144 0.769 -0.991
H -0.682 -0.303 0.060
O -0.356 2.604 -0.847
H -0.055 2.180 -0.070
H 0.438 2.773 -1.280
*
```

Atomic partial charges in e from the Löwdin method, atoms 1 to 6: -0.089, 0.121, 0.030, -0.142, 0.019, 0.019

***

3.
# C3H6O2

The molecule C3H6O2 (ωB97M-V/def2-TZVPD, OMol25).

The HOMO-LUMO gap is 9.443 eV. The value obtained for the HOMO energy is -8.643 eV. The calculation puts the energy above the lowest of the compared OMol25 structures with the same formula, charge and spin at 101.7 kcal/mol. The calculation puts the largest force on an atom at 0.0393 Eh/bohr.

ORCA input file:
```
! wB97M-V def2-TZVPD RIJCOSX def2/J DEFGRID3
* xyz 0 1
C -1.753 0.244 0.213
C 0.058 -0.715 -0.229
O -0.402 0.089 0.721
C 1.465 -0.408 -0.441
O 2.003 0.622 0.320
H -2.369 -0.421 0.794
H -1.830 -0.013 -0.853
H -2.009 1.281 0.356
H 1.565 -0.202 -1.519
H 1.967 -1.374 -0.300
H 1.305 0.899 0.936
*
```

Atomic partial charges in e from the Löwdin method, atoms 1 to 6: -0.070, -0.050, -0.124, -0.304, -0.051, 0.088

***

4.
# C15H20N2O2S

The molecule C15H20N2O2S (ωB97M-V/def2-TZVPD, OMol25).

The SMILES is NC(=O)C1CCN(C(=O)CCSc2ccccc2)CC1. The HOMO-LUMO gap is 7.804 eV. The value obtained for the HOMO energy is -7.353 eV. The calculation puts the energy above the lowest of the compared OMol25 structures with the same formula, charge and spin at 294.6 kcal/mol. The calculation puts the largest force on an atom at 0.3073 Eh/bohr.

ORCA input file:
```
! wB97M-V def2-TZVPD RIJCOSX def2/J DEFGRID3
* xyz 0 1
N -3.282 0.945 3.631
C -2.352 0.152 3.332
O -2.732 -0.992 3.106
C -0.926 0.734 3.096
C -0.642 1.464 1.632
C 0.589 1.925 1.389
N 1.561 0.848 1.595
C 2.569 0.313 0.854
O 3.046 -0.715 1.069
C 2.605 0.999 -0.674
C 2.244 0.221 -1.644
S 0.310 0.114 -1.642
C -0.123 -0.749 -2.924
C -1.591 -0.776 -3.252
C -2.295 -1.355 -4.199
C -1.372 -2.326 -5.077
C 0.007 -2.159 -4.878
C 0.479 -1.699 -3.835
C 1.543 0.133 3.046
C -0.010 -0.359 3.234
H -3.115 1.950 3.726
H -4.361 0.577 3.549
H -0.796 1.220 3.865
H -0.900 0.460 0.866
H -1.353 1.937 1.444
H 0.621 2.580 2.199
H 0.673 2.375 0.410
H 2.177 1.980 -0.571
H 3.844 0.833 -0.771
H 2.253 -1.009 -1.439
H 2.418 0.526 -2.664
H -2.115 -0.061 -2.603
H -3.264 -1.368 -4.405
H -1.951 -2.564 -5.963
H 0.649 -3.026 -5.437
H 1.502 -1.630 -3.560
H 1.831 1.001 3.710
H 2.324 -0.592 3.037
H -0.081 -1.085 2.468
H 0.015 -0.824 4.279
*
```

Atomic partial charges in e from the Löwdin method, atoms 1 to 6: 0.146, -0.573, 0.035, -0.191, -0.119, -0.218

***

Question: Look up the largest force on an atom of the second one.
Answer: 0.1080 Eh/bohr

***

Question: Which formula does entry 1 have?
Answer: C4H7NS

***

Question: HOMO energy of number 3 (C3H6O2)?
Answer: -8.643 eV